Density functional theory data (the ωB97M-V functional and the def2-TZVPD basis) for a single C21H23N3O6 molecule.

Output
- SMILES string: COC(=O)c1cc(CNC(=O)c2ccc(N3CCCC3)c([N+](=O)[O-])c2)ccc1OC
- LUMO energy: -0.21 eV
- Electronic energy: -1429.665938 Ha
- ΔE to the lowest compared entry with this formula, charge and spin: 4.191 eV
- Kohn-Sham gap: 8.07 eV

Atoms and positions in Å:
C 0.303 0.270 3.499
O -0.618 0.773 2.540
C -1.815 1.165 3.013
O -2.127 1.069 4.172
C -2.654 1.727 1.923
C -2.038 2.204 0.775
C -2.763 2.745 -0.276
C -2.039 3.212 -1.516
N -1.018 2.261 -1.907
C 0.264 2.405 -1.471
O 0.703 3.444 -1.025
C 1.076 1.158 -1.580
C 1.092 0.352 -2.722
C 1.823 -0.808 -2.759
C 2.570 -1.262 -1.645
N 3.111 -2.498 -1.648
C 3.530 -3.238 -0.476
C 3.487 -4.698 -0.914
C 3.863 -4.597 -2.388
C 3.104 -3.348 -2.826
C 2.628 -0.376 -0.540
N 3.533 -0.535 0.546
O 3.162 -0.191 1.656
O 4.654 -0.954 0.302
C 1.869 0.792 -0.512
C -4.142 2.821 -0.151
C -4.780 2.366 0.989
C -4.056 1.807 2.042
O -4.609 1.307 3.163
C -6.002 1.389 3.343
H 1.248 0.134 2.978
H 0.415 0.979 4.322
H -0.055 -0.679 3.903
H -0.963 2.154 0.717
H -1.518 4.154 -1.315
H -2.739 3.359 -2.342
H -1.341 1.328 -2.114
H 0.531 0.652 -3.596
H 1.811 -1.397 -3.660
H 2.864 -3.031 0.368
H 4.549 -2.951 -0.183
H 4.172 -5.318 -0.341
H 2.478 -5.099 -0.808
H 3.579 -5.474 -2.964
H 4.937 -4.440 -2.489
H 3.585 -2.844 -3.668
H 2.075 -3.607 -3.107
H 1.932 1.430 0.356
H -4.733 3.245 -0.951
H -5.854 2.447 1.050
H -6.193 0.951 4.321
H -6.348 2.428 3.338
H -6.542 0.820 2.579

Cartesian forces (eV/Å) of the 3 atoms listed first:
C 0.2 -0.1 0.4
O 0.0 0.1 -0.3
C 0.0 -0.1 0.3

Atom charges from the Löwdin analysis, given in e for atoms 1 to 2:
1. C -0.04
2. O -0.05

Density functional theory data (the ωB97M-V functional and the def2-TZVPD basis) for a single C21H23N3S2 molecule.

Output
- SMILES string: Cc1cc(C)cc(NC(=S)N2CCC(c3nc4ccccc4s3)CC2)c1
- LUMO energy: 0.49 eV
- Electronic energy: -1774.717164 Ha
- ΔE to the lowest compared entry with this formula, charge and spin: 0.264 eV
- Kohn-Sham gap: 8.21 eV

Atoms and positions in Å:
C -6.084 -2.714 0.718
C -5.388 -1.402 0.515
C -6.119 -0.221 0.461
C -5.493 1.000 0.267
C -6.277 2.277 0.239
C -4.113 1.043 0.119
C -3.371 -0.128 0.143
N -1.976 -0.148 0.028
C -1.157 0.706 -0.651
S -1.734 1.802 -1.752
N 0.169 0.615 -0.383
C 1.150 1.180 -1.283
C 1.721 0.076 -2.171
C 2.335 -1.060 -1.330
C 3.613 -0.615 -0.709
N 3.735 0.245 0.229
C 5.035 0.469 0.575
C 5.480 1.347 1.558
C 6.835 1.458 1.785
C 7.752 0.710 1.049
C 7.333 -0.168 0.068
C 5.974 -0.284 -0.165
S 5.137 -1.285 -1.312
C 1.322 -1.533 -0.274
C 0.779 -0.340 0.516
C -4.015 -1.345 0.356
H -6.520 -3.054 -0.222
H -6.889 -2.615 1.443
H -5.390 -3.476 1.065
H -7.193 -0.259 0.577
H -7.340 2.080 0.128
H -5.946 2.907 -0.584
H -6.124 2.831 1.165
H -3.622 1.991 -0.021
H -1.566 -1.018 0.339
H 1.945 1.635 -0.688
H 0.666 1.945 -1.892
H 0.916 -0.338 -2.782
H 2.475 0.493 -2.840
H 2.571 -1.898 -1.995
H 4.761 1.922 2.120
H 7.194 2.136 2.544
H 8.807 0.817 1.248
H 8.041 -0.748 -0.504
H 1.795 -2.244 0.405
H 0.504 -2.042 -0.791
H 1.620 0.164 1.001
H 0.084 -0.657 1.295
H -3.433 -2.258 0.393

Cartesian forces (eV/Å) of the 3 atoms listed first:
C 0.0 0.0 -0.1
C 0.0 0.1 0.1
C 0.1 0.0 0.0

Atom charges from the Löwdin analysis, given in e for atoms 1 to 2:
1. C -0.05
2. C -0.28

Density functional theory data (the ωB97M-V functional and the def2-TZVPD basis) for a single C21H23N5O molecule.

Output
- SMILES string: CC(C)(CN)c1nc(-c2ccncc2)c(-c2ccc3c(c2)CC[C@@H]3N=O)[nH]1
- LUMO energy: -0.21 eV
- Electronic energy: -1162.875863 Ha
- ΔE to the lowest compared entry with this formula, charge and spin: 6.036 eV
- Kohn-Sham gap: 8.06 eV

Atoms and positions in Å:
C -0.313 -3.002 4.157
C -0.854 -1.685 3.546
C -0.375 -0.486 4.400
C -2.417 -1.503 3.410
N -3.176 -1.784 4.619
C -0.252 -1.376 2.013
N 0.482 -2.141 1.339
C 0.818 -1.531 0.119
C 1.667 -2.115 -1.009
C 2.890 -2.790 -0.719
C 3.681 -3.340 -1.794
N 3.198 -3.234 -3.087
C 1.995 -2.676 -3.354
C 1.245 -2.176 -2.365
C 0.176 -0.343 0.038
C 0.316 0.697 -0.913
C 1.484 0.907 -1.735
C 1.519 1.962 -2.615
C 0.498 2.932 -2.652
C -0.610 2.680 -1.839
C -0.709 1.602 -0.989
C -1.663 3.789 -1.919
C -0.984 4.754 -2.772
C 0.130 4.061 -3.580
N -0.441 3.711 -4.788
O -0.758 4.500 -5.669
N -0.498 -0.224 1.345
H -0.679 -3.230 5.097
H 0.731 -2.850 4.309
H -0.528 -3.886 3.417
H -1.075 -0.396 5.233
H -0.452 0.423 3.784
H 0.636 -0.628 4.784
H -2.779 -2.146 2.572
H -2.584 -0.440 3.222
H -3.150 -2.785 4.729
H -4.099 -1.328 4.532
H 3.394 -2.923 0.236
H 4.651 -3.731 -1.530
H 1.726 -2.745 -4.430
H 0.226 -1.940 -2.574
H 2.330 0.167 -1.696
H 2.396 1.958 -3.322
H -1.649 1.410 -0.564
H -1.684 4.093 -0.915
H -2.736 3.510 -2.384
H -1.624 5.345 -3.534
H -0.502 5.439 -2.042
H 0.940 4.767 -3.838
H -0.539 0.721 1.729

Cartesian forces (eV/Å) of the 3 atoms listed first:
C -0.6 -0.5 -4.1
C 0.3 1.5 -1.6
C -0.5 -0.3 -0.2

Atom charges from the Löwdin analysis, given in e for atoms 1 to 2:
1. C -0.05
2. C -0.40

Density functional theory data (the ωB97M-V functional and the def2-TZVPD basis) for a molecular structure, C21H24BrN12OSTl.

Output
- LUMO energy: 0.15 eV
- Electronic energy: -4691.588177 Ha
- ΔE to the lowest compared entry with this formula, charge and spin: 0.316 eV
- Kohn-Sham gap: 8.32 eV

Atoms and positions in Å:
Tl -1.370 -1.122 0.729
N 1.422 -0.229 3.421
C 0.102 -0.388 3.835
N -0.224 -0.273 5.108
N -1.560 -0.428 5.118
N -1.996 -0.629 3.923
N -0.951 -0.631 3.064
C 1.977 -0.717 2.280
N 3.322 -0.742 2.111
N 3.513 -1.206 0.905
N 2.347 -1.433 0.388
N 1.332 -1.153 1.210
H 2.071 -0.046 4.170
Br -4.176 -7.560 3.244
C -3.317 -5.968 2.708
C -2.531 -5.961 1.568
C -1.927 -4.765 1.220
N -2.058 -3.639 1.917
C -2.817 -3.669 3.014
C -3.470 -4.813 3.450
H -2.394 -6.851 0.973
H -1.307 -4.712 0.331
H -2.895 -2.738 3.566
H -4.075 -4.792 4.345
N 2.590 -2.711 -2.147
C 2.492 -1.880 -3.358
C 1.044 -1.754 -3.815
N 0.133 -1.087 -2.899
H 3.563 -2.905 -1.932
H 2.150 -3.612 -2.309
H 2.251 -1.860 -0.553
H 3.094 -2.281 -4.181
H 2.883 -0.888 -3.115
H 0.647 -2.754 -4.021
H 1.030 -1.219 -4.766
H 0.452 -0.147 -2.696
H 0.072 -1.573 -2.013
O -1.826 1.782 0.323
S -1.263 2.102 -1.022
C -1.613 3.826 -1.335
C -1.766 4.245 -2.647
C -2.021 5.587 -2.899
C -2.139 6.478 -1.843
C -2.007 6.036 -0.531
C -1.741 4.703 -0.269
C 0.508 2.283 -0.781
C 1.022 2.123 0.494
C 2.396 2.228 0.680
C 3.231 2.474 -0.399
C 2.699 2.632 -1.675
C 1.331 2.536 -1.871
H -1.698 3.530 -3.458
H -2.143 5.930 -3.918
H -2.347 7.521 -2.041
H -2.114 6.734 0.289
H -1.649 4.333 0.745
H 0.351 1.913 1.319
H 2.813 2.103 1.671
H 4.300 2.541 -0.248
H 3.352 2.832 -2.515
H 0.905 2.670 -2.860

Cartesian forces (eV/Å) of the 3 atoms listed first:
Tl -0.2 0.0 0.0
N 0.0 0.0 0.0
C 0.1 -0.1 0.1

Atom charges from the Löwdin analysis, given in e for atoms 1 to 2:
1. Tl 0.82
2. N 0.15